{
  "formula": "C56H46F9N4OPPtSTe",
  "method": "ωB97M-V with the def2-TZVPD basis set",
  "s2": 0.76,
  "multiplicity": 2,
  "lumo_energy_ev": [-2.4, -3.8],
  "relative_energy_kj_mol": 0.0,
  "total_charge": 1,
  "e_tot_ev": -121946.3407,
  "e_homo_ev": [-9.9, -10.5],
  "symbols": ["Pt", "N", "C", "C", "C", "C", "C", "C", "N", "C", "C", "C", "S", "C", "N", "H", "H", "H", "H", "H", "H", "H", "F", "C", "F", "F", "C", "C", "C", "C", "C", "C", "P", "C", "C", "C", "C", "C", "C", "C", "F", "F", "F", "C", "C", "C", "C", "C", "C", "C", "F", "F", "F", "H", "H", "H", "H", "H", "H", "H", "H", "H", "H", "H", "H", "C", "C", "C", "C", "C", "C", "Te", "N", "C", "O", "C", "C", "C", "C", "C", "C", "C", "C", "C", "C", "C", "C", "C", "C", "C", "C", "C", "C", "H", "H", "H", "H", "H", "H", "H", "H", "H", "H", "H", "H", "H", "H", "H", "H", "H", "H", "H", "H", "H", "H", "H", "H", "H", "H", "H"],
  "coordinates": [[1.904240, -0.952827, 0.284516], [6.015590, -1.570809, 1.016907], [6.077016, -1.732756, -0.356081], [7.128538, -1.993553, -1.226976], [6.799822, -2.158198, -2.557787], [5.470101, -2.086945, -3.003503], [4.432282, -1.817816, -2.135622], [4.759294, -1.607779, -0.798434], [3.949516, -1.345370, 0.292785], [4.719538, -1.363616, 1.361664], [4.261948, -1.282713, 2.744455], [4.997212, -1.650475, 3.836697], [4.067799, -1.465261, 5.252000], [2.758422, -0.907267, 4.293628], [2.987150, -0.864021, 3.022794], [6.785726, -1.629919, 1.659646], [8.150653, -2.075518, -0.881613], [7.583546, -2.366135, -3.274095], [5.258400, -2.261221, -4.050437], [3.400515, -1.783428, -2.462288], [5.999762, -2.046321, 3.879258], [1.815338, -0.624318, 4.740473], [-1.017604, 3.206270, 5.372565], [0.250766, 3.554682, 5.101071], [0.307929, 4.895347, 5.135687], [1.015707, 3.098186, 6.104967], [0.697417, 3.018732, 3.769698], [-0.214134, 2.930220, 2.727972], [0.203488, 2.457135, 1.495967], [1.523250, 2.064462, 1.295402], [2.426323, 2.153225, 2.351420], [2.019592, 2.640740, 3.581862], [1.974730, 1.196275, -0.236371], [0.771311, 1.776290, -1.474570], [0.652659, 3.134378, -1.763332], [-0.247264, 3.566819, -2.721221], [-1.029989, 2.636613, -3.394534], [-0.917694, 1.283626, -3.118124], [-0.010137, 0.853183, -2.160441], [-2.026991, 3.094968, -4.423700], [-3.271114, 3.128028, -3.915402], [-1.752440, 4.323527, -4.879665], [-2.059488, 2.267559, -5.480404], [3.526784, 1.946703, -0.828562], [4.163321, 3.031505, -0.230884], [5.343170, 3.524733, -0.763502], [5.887179, 2.940117, -1.899479], [5.244269, 1.882955, -2.525093], [4.065110, 1.396184, -1.988285], [7.180615, 3.485807, -2.436761], [8.149242, 3.435977, -1.503931], [7.056306, 4.771383, -2.800857], [7.616998, 2.804061, -3.502993], [-1.245824, 3.221190, 2.880750], [-0.507751, 2.379362, 0.686255], [3.447065, 1.812322, 2.228907], [2.723783, 2.709151, 4.400176], [1.271719, 3.859449, -1.246451], [-0.333590, 4.618520, -2.956229], [-1.529610, 0.568951, -3.653337], [0.104529, -0.200602, -1.941354], [3.745895, 3.503849, 0.648975], [5.841633, 4.363996, -0.295545], [5.661991, 1.439157, -3.418125], [3.556928, 0.576671, -2.480351], [-6.823985, 3.025379, -2.951553], [-5.756563, 2.262390, -2.223976], [-5.196554, 2.746876, -1.051974], [-4.186954, 2.065929, -0.385077], [-3.633371, 2.686777, 0.873566], [-3.739487, 0.830808, -0.897762], [-2.334377, -0.181091, 0.382573], [-0.089327, -1.155987, 0.551629], [0.135923, -2.207075, 1.303131], [1.302572, -2.782056, 1.137737], [-0.787088, -2.663130, 2.367285], [-1.290200, -1.726466, 3.266820], [-2.161005, -2.129502, 4.269779], [-2.534676, -3.461229, 4.367682], [-2.017471, -4.399311, 3.481665], [-1.130681, -4.006516, 2.492890], [-3.032372, -2.154571, 0.080386], [-2.389305, -3.091092, -0.733231], [-1.165331, -2.832182, -1.572355], [-2.919121, -4.378877, -0.790246], [-4.047184, -4.752164, -0.078458], [-4.589976, -6.150734, -0.148702], [-4.675565, -3.790372, 0.704856], [-4.191302, -2.494254, 0.800717], [-4.946001, -1.499845, 1.643180], [-4.271958, 0.338178, -2.100705], [-3.814489, -0.935402, -2.750635], [-5.273646, 1.064307, -2.731642], [-7.141966, 3.900140, -2.386328], [-7.697630, 2.397619, -3.132884], [-6.456595, 3.364277, -3.922263], [-5.543927, 3.692500, -0.649788], [-4.069248, 3.672803, 1.028721], [-2.553530, 2.817437, 0.810155], [-3.845986, 2.082490, 1.758970], [-0.984894, -0.689539, 3.181695], [-2.546250, -1.403627, 4.975551], [-3.222088, -3.772435, 5.144427], [-2.304574, -5.439740, 3.567316], [-0.715431, -4.729283, 1.801829], [-0.934673, -1.774966, -1.669799], [-1.310724, -3.254245, -2.568031], [-0.284187, -3.304832, -1.133559], [-2.425039, -5.111173, -1.421134], [-4.007598, -6.769280, -0.829998], [-5.626020, -6.148524, -0.490846], [-4.573934, -6.620764, 0.836668], [-5.569544, -4.056659, 1.258837], [-5.745384, -1.996496, 2.191411], [-5.397107, -0.719285, 1.024339], [-4.295951, -1.014998, 2.374189], [-2.746124, -1.085030, -2.626174], [-4.028578, -0.907102, -3.819202], [-4.320688, -1.806533, -2.329116], [-5.681264, 0.682978, -3.662668]],
  "forces_ev_per_a": [[0.1, -0.4, -0.4], [-0.1, 0.0, 0.0], [-0.1, 0.0, 0.0], [0.0, 0.0, 0.0], [0.0, 0.0, 0.0], [-0.1, 0.0, 0.0], [0.0, 0.0, 0.0], [0.2, -0.1, -0.1], [-0.3, 0.3, 0.2], [0.1, -0.1, -0.1], [0.0, 0.0, 0.3], [0.0, 0.0, 0.0], [0.0, 0.0, -0.1], [0.0, -0.1, 0.1], [0.1, 0.1, -0.1], [0.0, 0.0, 0.0], [0.0, 0.0, 0.0], [0.0, 0.0, 0.0], [0.0, 0.0, 0.0], [0.0, 0.0, 0.0], [0.0, 0.0, 0.0], [0.0, 0.0, 0.0], [0.0, 0.0, 0.0], [0.0, 0.0, 0.0], [0.0, 0.0, 0.0], [0.0, 0.0, 0.0], [0.0, 0.0, -0.1], [0.0, 0.0, 0.0], [0.0, 0.0, 0.0], [-0.1, 0.0, 0.0], [0.0, -0.1, 0.0], [0.0, 0.0, 0.0], [0.0, 0.1, -0.1], [0.1, -0.1, 0.0], [0.0, 0.0, 0.0], [0.0, 0.0, 0.0], [0.1, 0.0, 0.0], [0.0, 0.0, 0.0], [0.0, 0.0, 0.0], [-0.1, 0.0, 0.0], [0.0, 0.0, 0.0], [0.0, 0.0, 0.0], [0.0, 0.0, 0.0], [-0.1, 0.0, 0.0], [0.0, 0.0, 0.1], [0.0, 0.0, 0.0], [-0.1, 0.0, 0.0], [0.0, 0.0, 0.0], [0.0, 0.0, 0.0], [0.1, 0.0, 0.0], [0.0, 0.0, 0.0], [0.0, 0.0, 0.0], [0.0, 0.0, 0.0], [0.0, 0.0, 0.0], [0.0, 0.0, -0.1], [0.0, 0.0, 0.0], [0.0, 0.0, 0.0], [0.0, 0.0, 0.0], [0.0, 0.0, 0.0], [0.0, 0.0, 0.0], [0.0, 0.1, 0.0], [0.0, 0.0, 0.0], [0.0, 0.0, 0.0], [0.0, 0.0, 0.0], [0.0, 0.0, 0.0], [0.0, 0.0, 0.0], [0.0, 0.0, 0.0], [0.0, 0.0, 0.0], [0.0, -0.2, 0.0], [0.0, 0.0, 0.0], [-0.2, 0.1, 0.1], [0.1, -0.1, -0.3], [0.2, 0.0, 0.6], [-0.1, 0.4, -0.2], [-0.2, 0.1, 0.1], [0.0, -0.3, 0.0], [0.0, -0.1, 0.0], [0.0, 0.1, 0.0], [0.0, 0.0, 0.0], [0.0, 0.0, 0.0], [0.0, 0.1, 0.0], [0.0, -0.1, 0.0], [0.0, 0.1, 0.1], [0.0, 0.0, -0.1], [0.0, -0.1, 0.0], [0.0, 0.0, 0.0], [0.0, 0.0, 0.0], [0.0, 0.0, 0.0], [0.0, 0.0, 0.0], [0.0, 0.0, 0.0], [0.0, 0.0, 0.1], [-0.1, 0.0, 0.0], [0.0, 0.0, 0.0], [0.0, 0.0, 0.0], [0.0, 0.0, 0.0], [0.0, 0.0, 0.0], [0.0, 0.0, 0.0], [0.0, 0.0, 0.0], [0.1, 0.0, 0.0], [0.0, 0.0, 0.0], [0.0, 0.0, 0.0], [0.0, 0.0, 0.0], [0.0, 0.0, 0.0], [0.0, 0.0, 0.0], [0.0, 0.0, 0.0], [-0.1, -0.1, 0.0], [0.0, 0.0, 0.0], [0.0, 0.0, 0.0], [0.0, 0.0, 0.0], [0.0, 0.0, 0.0], [0.0, 0.0, 0.0], [0.0, 0.0, 0.0], [0.0, 0.0, 0.0], [0.0, 0.0, 0.0], [0.0, 0.0, 0.0], [0.0, 0.0, 0.0], [0.1, 0.0, 0.0], [0.0, 0.0, 0.0], [0.0, 0.0, 0.0], [0.0, 0.0, 0.0]]
}